C4H7NO as an isolated structure. Source: the OMol25 dataset; level of theory: ωB97M-V/def2-TZVPD.

Properties
- E_tot (Eh) = -286.475247
- LUMO energy (eV) = 0.8
- gap between HOMO and LUMO (hartree) = 0.34815
- E_HOMO (eV) = -8.72
- multiplicity = 1

Atoms and positions in Å:
1 C 0.676 1.381 -1.208
2 N 0.361 0.257 -0.221
3 C -0.653 0.334 0.817
4 C -0.521 -1.200 0.951
5 C 0.427 -1.110 -0.249
6 O 1.005 -1.853 -0.998
7 H 1.305 1.225 -0.141
8 H 1.176 0.919 -2.065
9 H -0.318 1.748 -1.582
10 H -1.588 0.679 0.370
11 H -0.413 0.940 1.701
12 H -0.034 -1.539 1.865
13 H -1.422 -1.782 0.761

These are the Löwdin partial charges, in e, on atoms 1 to 5: -0.01, -0.20, -0.14, -0.04, -0.46